(1)
66
Properties=species:S:1:pos:R:3:forces:R:3 method="wB97M-V/def2-TZVPD" gap_ev=5.66 total_charge=-1 spin_multiplicity=1 homo_ev=-3.17 e_above_lowest_kcal_mol=6.0 e_tot_ev=-254692.104
Cd 0.1480 0.2586 -1.7734 -0.1 0.0 -0.4
C 1.2511 -4.0265 2.4178 0.0 0.0 0.0
C 2.0957 -2.8955 1.8989 0.0 0.1 0.0
C 2.9057 -3.0799 0.7908 0.0 0.0 0.0
C 3.6903 -2.0466 0.2839 0.0 -0.1 0.0
C 4.5428 -2.2842 -0.9306 0.0 0.0 0.0
C 3.6457 -0.8118 0.9120 0.0 0.1 -0.2
C 2.8373 -0.5901 2.0214 -0.1 0.1 0.1
C 2.8099 0.7687 2.6727 0.0 0.0 0.0
C 2.0708 -1.6396 2.5068 0.0 0.0 0.0
H 1.1967 -4.8296 1.6837 0.0 0.0 0.0
H 0.2338 -3.6970 2.6229 0.0 0.0 0.0
H 1.6624 -4.4360 3.3443 0.0 0.0 0.0
H 2.8957 -4.0324 0.2757 0.0 0.0 0.0
H 5.4618 -2.8161 -0.6684 0.0 0.0 0.0
H 4.8182 -1.3457 -1.4110 0.0 0.0 0.0
H 3.9980 -2.8885 -1.6567 0.0 0.0 0.0
H 4.2206 0.0127 0.5013 0.0 0.0 0.0
H 3.7259 0.9496 3.2408 0.0 0.0 0.0
H 1.9731 0.8617 3.3651 0.0 0.0 0.0
H 2.7242 1.5625 1.9300 0.0 0.0 0.0
H 1.4270 -1.4739 3.3680 0.0 0.0 0.0
C -3.0855 0.2134 -3.3045 0.0 0.1 0.1
P -2.3065 -0.6361 -1.8977 0.0 0.0 0.0
C -2.8168 -2.3616 -2.0983 0.2 -0.1 -0.1
C -3.3635 -0.0994 -0.4888 0.0 0.0 0.0
C -3.2011 -0.9458 0.7744 0.0 0.0 0.0
P -1.4450 -1.1378 1.3426 -0.1 0.0 0.0
C -1.1175 0.5883 1.8817 0.0 0.0 -0.1
C -1.8192 -1.8691 2.9935 0.0 0.0 0.0
H -4.1593 0.0153 -3.3358 0.0 0.0 0.0
H -2.6145 -0.1564 -4.2171 0.0 0.0 0.0
H -2.9128 1.2882 -3.2230 0.0 0.0 0.0
H -3.9077 -2.4290 -2.0945 0.0 0.0 0.0
H -2.3801 -2.9711 -1.3070 0.0 0.0 0.0
H -2.4105 -2.7103 -3.0504 0.0 0.0 0.0
H -4.4060 -0.1222 -0.8219 0.0 0.0 0.0
H -3.1179 0.9439 -0.2825 0.0 0.1 0.0
H -3.5881 -1.9530 0.5949 0.0 0.0 0.0
H -3.7957 -0.5108 1.5854 0.0 0.0 0.0
H -1.9255 1.0003 2.4931 0.0 0.0 0.0
H -0.9690 1.2285 1.0088 0.0 0.0 0.0
H -0.1886 0.6059 2.4522 0.0 0.0 0.0
H -2.5720 -1.2869 3.5321 0.0 0.0 0.0
H -0.9080 -1.9057 3.5922 0.0 0.0 0.0
H -2.1807 -2.8908 2.8710 0.0 0.0 0.0
Se 0.4433 -0.3861 -4.8829 0.1 0.1 0.2
Se -1.0048 -1.9947 -5.5369 -0.1 -0.1 0.0
Te 0.8021 -3.6240 -2.4823 0.0 0.0 0.0
Se 1.8034 -1.3780 -2.9442 -0.1 -0.1 0.1
C 0.3075 5.4644 -1.4695 0.0 0.0 0.0
Si -0.0425 3.7634 -0.7266 0.0 0.0 -0.1
C -1.8972 3.7215 -0.3793 0.0 0.0 0.0
C 0.8887 3.7170 0.9104 0.0 0.0 0.0
C 0.4708 2.4288 -1.8864 -0.1 0.0 0.1
H 0.0187 6.2686 -0.7878 0.0 0.0 0.0
H -0.2381 5.6029 -2.4055 0.0 0.0 0.0
H 1.3713 5.5755 -1.6907 0.0 0.0 0.0
H -2.2498 4.6756 0.0185 0.0 0.0 0.0
H -2.1551 2.9495 0.3481 0.0 0.0 0.0
H -2.4543 3.5192 -1.2977 0.0 0.0 0.0
H 0.6108 4.5723 1.5315 0.0 0.0 0.0
H 1.9660 3.7717 0.7363 0.0 0.0 0.0
H 0.6936 2.8089 1.4824 0.0 0.0 0.0
H 1.5456 2.5071 -2.0829 0.0 0.0 0.0
H -0.0232 2.6182 -2.8509 0.0 0.0 0.0

***

(2)
24
Properties=species:S:1:pos:R:3:forces:R:3 method="wB97M-V/def2-TZVPD" gap_ev="6.03 / 6.09" spin_multiplicity=1 homo_ev="-6.57 / -6.55" e_above_lowest_kcal_mol=219.6 e_tot_ev=-13072.549
C -1.8785 -1.5775 0.4119 -0.2 -3.0 -3.4
C -0.6422 -1.3843 -0.1742 0.4 1.7 -0.6
C -2.4195 -0.8309 1.4181 -0.2 -0.5 0.4
C 0.1327 -0.3016 -0.1698 -0.1 -0.2 1.2
C -3.3163 -1.2945 2.3334 -1.5 1.5 3.1
C 0.7580 1.4964 -1.7453 -0.6 2.2 0.4
C 2.1645 -0.3993 -1.3269 3.0 0.0 1.7
C 1.9194 1.3756 0.5222 -1.7 3.5 -1.6
C 1.2018 0.5727 -0.5840 -0.1 0.3 -1.6
N -2.0439 0.4566 1.6708 -1.8 1.6 3.2
O -1.2871 1.1457 1.0473 2.2 -1.1 -2.3
H -2.3760 -2.4149 -0.1899 0.1 1.2 1.9
H -0.3724 -2.1545 -0.8767 0.6 -0.3 -0.2
H -3.5908 -0.7564 3.3157 0.7 -0.2 -2.1
H -3.8816 -2.1906 2.2912 0.1 -1.0 -0.6
H 0.1919 1.0347 -2.6401 1.3 0.4 1.5
H 0.0410 2.2939 -1.2957 1.3 -1.1 -0.9
H 1.7741 1.9704 -1.9852 -1.9 -0.1 -0.5
H 2.9120 -0.8232 -0.5717 -1.3 0.0 -0.8
H 2.9206 0.1269 -2.0116 -1.7 -0.4 0.5
H 1.6075 -1.1884 -1.7878 0.1 -0.4 -0.7
H 2.7710 2.0284 0.0635 -1.6 -1.1 0.8
H 2.3079 0.7475 1.2368 1.0 -1.5 1.7
H 1.1058 2.0672 1.0476 1.9 -1.3 -1.1

***

(3)
67
Properties=species:S:1:pos:R:3:forces:R:3 method="wB97M-V/def2-TZVPD" gap_ev=7.80 spin_multiplicity=1 homo_ev=-7.60 e_above_lowest_kcal_mol=26.0 e_tot_ev=-163325.052
Ag 0.2977 3.1454 -0.2846 -0.1 -0.2 -0.2
Cl 3.3891 1.9533 -1.8853 -0.3 -1.3 -0.4
C 3.3621 3.4068 -1.0353 -0.1 1.6 1.7
C 2.1605 4.1077 -0.7626 -0.6 -0.9 -0.8
C 2.1921 5.4185 -0.4019 2.9 0.8 0.4
Cl 0.7655 6.3864 -0.0398 0.2 -0.4 -0.1
C 3.4921 6.0456 -0.2144 -0.4 -1.1 -0.4
Cl 3.6170 7.7484 -0.1102 0.1 0.4 0.2
C 4.6691 5.2553 -0.1755 -2.5 -0.8 0.0
Cl 6.1506 5.8605 0.3421 0.8 0.6 0.2
C 4.5474 3.8649 -0.4682 -0.1 0.9 -0.2
Cl 5.8560 2.7989 -0.0799 0.0 0.1 -0.4
N -2.0343 3.1596 -0.6915 -0.2 -0.7 -0.5
C -3.0311 2.9099 0.3793 0.8 -0.6 0.2
C -2.8045 3.7792 1.6519 -0.7 -1.0 0.4
C -1.6834 3.3040 2.6265 0.2 0.2 0.8
N -0.2873 3.4212 2.1475 -0.7 -0.2 -0.7
H -2.2457 4.0177 -1.1814 0.0 0.2 0.0
H -2.0775 2.4110 -1.4082 0.0 0.6 0.7
H -2.9384 1.8096 0.5743 -0.1 0.9 0.4
H -4.0594 3.0566 0.0316 0.1 0.1 -0.1
H -3.7872 3.6819 2.2112 1.1 0.2 -0.4
H -2.7261 4.8418 1.3863 0.2 -0.2 0.0
H -1.8186 2.2264 2.8454 -0.2 0.5 -0.2
H -1.7734 3.8242 3.6303 -0.3 -0.4 -1.1
H 0.3486 2.9059 2.7267 0.1 -0.3 0.3
H 0.0656 4.3595 2.1082 -0.1 0.6 0.1
C -0.9933 -0.5281 -4.5695 -1.5 -0.5 -0.3
C -0.5978 -1.8212 -3.8826 0.2 -0.5 -0.2
C -1.6923 -2.5224 -3.0514 0.4 -0.4 0.0
C -2.2628 -1.7207 -1.8814 0.0 -0.6 0.8
N -1.6269 -2.0820 -0.5890 0.2 0.2 1.0
C -0.5976 -1.4114 0.0338 0.3 -0.7 0.0
Se 0.4044 -0.1145 -0.7878 -0.1 0.4 0.4
N -0.3564 -2.0191 1.2768 0.2 0.8 -1.6
C 0.8362 -1.7710 2.1219 0.5 0.4 -0.5
C 1.9736 -2.8237 1.9742 0.3 -0.5 -0.5
C 3.0079 -2.5322 0.8572 -0.1 -0.1 0.3
C 4.0176 -3.6623 0.6406 -0.6 -0.3 0.1
C -1.2474 -3.0682 1.3993 -0.3 -0.6 0.6
C -1.4461 -3.9725 2.4278 -0.3 -0.8 -0.4
C -2.3938 -5.0158 2.2190 1.4 0.6 0.1
C -3.1344 -5.0608 1.0470 -1.1 -0.2 -0.6
C -3.0558 -4.0305 0.0741 0.1 -0.9 0.3
C -2.0429 -3.1216 0.2465 0.0 0.8 -0.1
H -0.4625 -0.3375 -5.4794 0.7 0.0 -0.4
H -0.8635 0.3125 -3.9207 0.1 0.6 0.4
H -2.0527 -0.5615 -4.8858 0.2 0.1 0.2
H 0.2648 -1.5844 -3.2627 0.0 -0.3 0.2
H -0.2483 -2.5660 -4.6113 -0.1 0.2 0.0
H -1.2044 -3.4159 -2.5963 -0.6 0.3 -0.5
H -2.5400 -2.8556 -3.6979 0.7 0.2 0.3
H -3.3492 -1.9416 -1.7925 0.7 0.4 0.2
H -2.0664 -0.6610 -1.9498 -0.3 0.4 -0.4
H 0.5103 -1.6985 3.1524 -0.2 -0.2 0.2
H 1.2281 -0.7618 1.8562 -0.4 -0.7 0.0
H 1.5531 -3.8239 1.7407 -0.1 0.5 0.3
H 2.5544 -2.9456 2.9030 -0.5 0.2 0.0
H 3.5954 -1.6345 1.0960 -0.4 0.0 -0.1
H 2.4488 -2.3608 -0.0588 0.1 0.2 -0.2
H 4.6587 -3.8409 1.4878 0.2 0.1 0.6
H 4.6623 -3.4526 -0.1878 0.4 0.3 -0.5
H 3.5626 -4.6236 0.4120 -0.4 -0.1 0.0
H -0.8164 -3.9574 3.3091 -0.1 0.0 0.0
H -2.3855 -5.8324 2.9488 -0.4 0.3 -0.3
H -3.8052 -5.9321 0.8757 0.4 0.9 0.2
H -3.6829 -3.9472 -0.8179 0.2 -0.5 0.4

***

Copy entry 2 word for word.
24
Properties=species:S:1:pos:R:3:forces:R:3 method="wB97M-V/def2-TZVPD" gap_ev="6.03 / 6.09" spin_multiplicity=1 homo_ev="-6.57 / -6.55" e_above_lowest_kcal_mol=219.6 e_tot_ev=-13072.549
C -1.8785 -1.5775 0.4119 -0.2 -3.0 -3.4
C -0.6422 -1.3843 -0.1742 0.4 1.7 -0.6
C -2.4195 -0.8309 1.4181 -0.2 -0.5 0.4
C 0.1327 -0.3016 -0.1698 -0.1 -0.2 1.2
C -3.3163 -1.2945 2.3334 -1.5 1.5 3.1
C 0.7580 1.4964 -1.7453 -0.6 2.2 0.4
C 2.1645 -0.3993 -1.3269 3.0 0.0 1.7
C 1.9194 1.3756 0.5222 -1.7 3.5 -1.6
C 1.2018 0.5727 -0.5840 -0.1 0.3 -1.6
N -2.0439 0.4566 1.6708 -1.8 1.6 3.2
O -1.2871 1.1457 1.0473 2.2 -1.1 -2.3
H -2.3760 -2.4149 -0.1899 0.1 1.2 1.9
H -0.3724 -2.1545 -0.8767 0.6 -0.3 -0.2
H -3.5908 -0.7564 3.3157 0.7 -0.2 -2.1
H -3.8816 -2.1906 2.2912 0.1 -1.0 -0.6
H 0.1919 1.0347 -2.6401 1.3 0.4 1.5
H 0.0410 2.2939 -1.2957 1.3 -1.1 -0.9
H 1.7741 1.9704 -1.9852 -1.9 -0.1 -0.5
H 2.9120 -0.8232 -0.5717 -1.3 0.0 -0.8
H 2.9206 0.1269 -2.0116 -1.7 -0.4 0.5
H 1.6075 -1.1884 -1.7878 0.1 -0.4 -0.7
H 2.7710 2.0284 0.0635 -1.6 -1.1 0.8
H 2.3079 0.7475 1.2368 1.0 -1.5 1.7
H 1.1058 2.0672 1.0476 1.9 -1.3 -1.1